Record 1
A structure of composition C36H49GaN5O2S3Si4Te, computed with ωB97M-V with the def2-TZVPD basis set.

Summary:
- Total charge: +1

XYZ file:
```
101
Properties=species:S:1:pos:R:3:forces:R:3:lowdin_charge:R:1
Ga -2.1088 0.1297 0.9539 -0.130 0.211 0.441 0.672
O 0.1647 4.1624 1.8684 -0.042 -0.043 0.046 -0.246
S -0.0801 3.1807 0.8578 0.282 -0.065 0.054 0.590
O 0.8913 2.0151 1.0686 -0.293 -0.015 -0.080 -0.731
N -1.4876 2.5289 0.7565 0.229 -0.120 0.000 -0.225
C -2.5763 3.3831 0.5228 -0.157 -0.260 -0.192 -0.262
C -2.5586 4.7544 0.5049 -0.042 0.231 0.086 -0.009
C -3.7298 5.4960 0.2463 -0.073 -0.042 -0.019 -0.048
C -4.9192 4.8775 -0.0018 0.083 -0.014 0.029 -0.029
C -4.9725 3.4641 -0.0142 -0.045 0.018 -0.030 -0.144
C -6.1601 2.7499 -0.2901 0.029 0.005 0.020 0.014
C -6.1486 1.3857 -0.3150 0.059 0.013 0.009 -0.027
C -4.9377 0.7206 -0.0606 -0.102 -0.087 -0.045 -0.134
N -3.8156 1.3518 0.2059 -0.094 0.207 -0.023 -0.029
C -3.8060 2.7178 0.2416 -0.018 0.051 -0.078 -0.155
C 0.3702 3.8769 -0.6992 -0.047 0.054 0.022 -0.301
C 1.2260 4.9705 -0.7001 0.046 -0.024 -0.039 -0.054
C 1.6227 5.5095 -1.9141 -0.013 -0.011 0.021 -0.059
C 1.1659 4.9559 -3.1022 -0.014 -0.021 0.009 -0.062
C 0.2971 3.8731 -3.0863 0.006 0.009 -0.006 -0.059
C -0.1112 3.3283 -1.8795 -0.113 -0.001 -0.047 -0.088
H -1.6505 5.3000 0.7226 -0.024 -0.044 0.013 0.105
H -3.6678 6.5755 0.2564 -0.015 0.015 -0.004 0.115
H -5.8208 5.4435 -0.1878 -0.036 0.026 -0.019 0.117
H -7.0700 3.3040 -0.4820 -0.028 0.007 -0.006 0.126
H -7.0406 0.8133 -0.5216 -0.016 -0.019 -0.014 0.111
H -4.8859 -0.3645 -0.0647 -0.012 0.021 0.020 0.047
H 1.5642 5.3873 0.2377 0.010 0.019 0.020 0.119
H 2.2822 6.3663 -1.9309 0.021 0.005 0.001 0.115
H 1.4821 5.3760 -4.0474 -0.007 0.016 -0.016 0.113
H -0.0696 3.4573 -4.0141 -0.010 -0.010 -0.027 0.113
H -0.8178 2.5077 -1.8531 0.060 0.017 0.003 0.099
N -0.8206 -3.1994 2.7605 0.042 0.066 0.124 0.112
C -0.8068 -3.5489 1.4478 -0.018 0.011 -0.025 -0.754
N -0.8938 -2.6946 0.4826 0.037 -0.039 -0.084 0.002
C -0.8479 -3.3461 -0.7391 0.022 0.025 0.018 -0.358
C -0.9430 -2.7262 -1.9810 0.016 0.017 -0.041 -0.045
C -0.8561 -3.4962 -3.1273 0.003 -0.016 -0.005 -0.086
C -0.6810 -4.8782 -3.0508 -0.003 0.000 -0.015 -0.089
C -0.5997 -5.5130 -1.8220 0.004 0.013 -0.001 -0.086
C -0.6895 -4.7363 -0.6771 0.026 -0.018 -0.020 -0.481
S -0.6201 -5.2305 0.9908 -0.001 -0.016 0.001 1.078
H -1.2182 -2.2926 2.9581 0.004 -0.043 -0.022 0.078
H -1.0257 -3.9142 3.4378 -0.020 0.016 -0.008 0.097
H -1.0947 -1.6545 -2.0396 0.013 0.029 0.012 0.093
H -0.9258 -3.0214 -4.0965 -0.001 0.008 -0.025 0.104
H -0.6116 -5.4620 -3.9580 0.000 -0.010 -0.017 0.104
H -0.4681 -6.5844 -1.7608 0.004 -0.026 0.000 0.110
C 2.9124 -3.4752 -0.0368 0.020 0.021 -0.045 -0.197
Si 3.7084 -2.0053 -0.8775 0.000 -0.080 -0.039 0.334
C 5.5523 -2.2942 -1.0259 -0.039 0.028 0.032 -0.201
C 2.9372 -1.7573 -2.5689 0.005 -0.001 0.048 -0.210
Si 3.3677 -0.0495 0.3963 -0.014 0.095 -0.105 0.249
Te 0.8839 0.2899 -0.0852 0.518 -0.131 0.091 1.003
Si 3.6404 -0.2822 2.7169 0.023 -0.082 0.028 0.346
C 5.4971 -0.4199 2.9565 -0.044 -0.010 0.028 -0.209
C 2.7953 -1.8461 3.3033 -0.009 0.044 -0.027 -0.206
C 2.9823 1.2070 3.6374 -0.058 0.029 -0.067 -0.197
Si 4.4006 1.8643 -0.5177 -0.047 0.072 -0.078 0.357
C 6.2453 1.5787 -0.6913 -0.037 0.011 0.012 -0.206
C 3.6603 2.2256 -2.2080 -0.036 -0.038 0.055 -0.210
C 4.1383 3.3146 0.6472 -0.055 -0.044 0.015 -0.201
H 2.9273 -4.3379 -0.7069 -0.001 -0.029 -0.016 0.044
H 1.8755 -3.2749 0.2283 -0.143 0.021 0.026 0.005
H 3.4411 -3.7478 0.8757 0.040 -0.024 0.034 0.025
H 5.7408 -3.1911 -1.6186 -0.003 -0.047 -0.022 0.040
H 6.0036 -2.4438 -0.0447 0.034 -0.013 0.045 0.028
H 6.0660 -1.4629 -1.5052 0.018 0.043 -0.047 0.013
H 3.0801 -2.6524 -3.1778 0.016 -0.025 -0.029 0.040
H 3.3737 -0.9095 -3.0972 0.023 0.045 -0.017 0.026
H 1.8611 -1.5870 -2.4955 -0.072 -0.012 -0.014 -0.003
H 5.9043 -1.2893 2.4393 0.022 -0.047 -0.019 0.025
H 5.7350 -0.5222 4.0170 0.017 -0.006 0.041 0.038
H 6.0172 0.4639 2.5855 0.014 0.054 -0.010 0.020
H 3.2927 -2.7313 2.9088 0.025 -0.049 -0.008 0.018
H 1.7496 -1.8896 2.9953 -0.048 0.006 -0.007 0.010
H 2.8291 -1.9013 4.3933 0.000 0.001 0.039 0.038
H 3.6513 2.0614 3.5311 0.018 0.038 -0.014 0.029
H 2.9003 0.9738 4.7009 0.027 0.000 0.036 0.038
H 1.9984 1.5144 3.2806 -0.005 -0.032 0.031 0.014
H 6.4774 0.7677 -1.3794 0.003 -0.031 -0.058 0.014
H 6.7156 1.3515 0.2653 0.019 -0.010 0.055 0.024
H 6.7081 2.4880 -1.0806 0.040 0.032 -0.011 0.040
H 4.1939 1.6791 -2.9868 0.016 -0.045 -0.035 0.031
H 3.7338 3.2908 -2.4359 0.042 0.023 -0.008 0.028
H 2.6058 1.9477 -2.2658 -0.004 0.034 0.014 -0.009
H 4.8654 3.2890 1.4600 0.035 -0.013 0.042 0.033
H 3.1451 3.3237 1.0962 -0.026 0.011 -0.023 0.005
H 4.2780 4.2525 0.1053 0.035 0.034 -0.006 0.035
S -4.1116 -2.6791 1.0708 -0.004 -0.059 -0.037 0.596
C -5.6932 -3.2468 0.9943 0.029 0.050 0.048 -0.766
N -6.0899 -3.9770 -0.0888 0.060 -0.014 -0.048 0.046
C -7.3272 -4.5006 -0.2698 -0.071 -0.010 0.031 -0.069
C -8.2905 -4.3104 0.6661 0.042 0.018 -0.006 -0.059
C -7.9529 -3.5607 1.8164 -0.020 -0.034 -0.039 -0.045
C -6.7007 -3.0466 1.9771 0.028 0.016 -0.001 -0.085
H -5.3715 -4.1315 -0.7855 -0.017 0.000 0.022 0.140
H -7.4777 -5.0598 -1.1811 0.005 -0.003 -0.006 0.131
H -9.2757 -4.7251 0.5276 -0.023 -0.013 -0.005 0.110
H -8.7001 -3.3973 2.5810 -0.020 0.009 0.024 0.117
H -6.4300 -2.4776 2.8535 0.001 0.003 0.008 0.107
```
Positions in Å, forces in eV/Å.

Record 2
A cluster of 5 separate species, C26H45N3O13S in total at a distorted geometry, computed with ωB97M-V with the def2-TZVPD basis set.

Summary:
- SMILES: C=C[C@@](S)(C#N)[C@@H](C#N)CC(=O)N(C)C.CCOC(=O)OC.CCOC(=O)OC.CCOC(=O)OC.CCOC(=O)OC
- Total charge: 0

XYZ file:
```
88
Properties=species:S:1:pos:R:3:forces:R:3:lowdin_charge:R:1
C -3.0964 -0.4110 -5.3518 0.989 -2.344 0.963 0.005
C -2.5933 -1.5401 -4.6400 -0.585 2.228 -1.564 -0.179
C -2.1888 -1.5796 -3.0896 0.661 -1.605 -0.211 -0.652
S -3.7773 -2.0341 -2.1595 0.281 -0.862 0.121 0.764
C -1.1846 -2.7990 -2.8473 4.034 -1.166 -0.718 -0.181
N -0.2419 -3.5636 -2.8273 -5.441 3.915 -0.033 0.170
C -1.7105 -0.1729 -2.4731 -0.481 0.639 0.964 -0.262
C -1.3621 -0.3238 -0.8924 3.870 -2.314 1.726 -0.082
N -0.7216 -0.6668 0.0846 -4.645 2.068 -5.485 0.171
C -0.5627 0.5871 -3.3033 0.642 0.435 0.132 -0.058
C 0.8253 -0.2078 -3.4301 1.489 -1.673 1.823 -0.337
O 1.3372 -0.8047 -2.4261 -1.971 2.790 -4.046 0.018
N 1.4938 -0.1660 -4.7548 -0.477 -1.056 1.696 -0.178
C 2.8711 -0.7427 -4.6990 1.307 -0.191 -0.841 -0.102
C 0.6443 -0.7792 -5.8264 -0.949 0.236 -0.625 -0.090
H -2.9199 0.6815 -5.0652 -0.800 -1.781 -0.051 0.068
H -3.6822 -0.6144 -6.3289 1.525 0.433 1.604 0.085
H -2.4562 -2.5161 -5.2391 -0.774 1.428 1.480 0.128
H -3.6181 -3.3822 -1.7754 0.344 1.489 -0.611 -0.076
H -2.6413 0.5228 -2.4956 1.487 -1.266 -0.087 0.144
H -0.9196 0.9269 -4.3468 0.392 -0.767 1.822 0.094
H -0.3299 1.5625 -2.7246 -0.237 -1.608 -0.877 0.148
H 3.6153 0.0474 -4.2861 -1.392 -1.533 -0.395 0.107
H 2.9490 -1.7476 -4.1455 -0.225 1.655 -0.539 0.101
H 3.2225 -0.9593 -5.7860 -0.739 0.521 1.803 0.094
H 1.2185 -1.0074 -6.7959 -0.527 0.512 1.735 0.099
H -0.1763 -0.0144 -6.1203 1.168 -1.550 0.517 0.086
H 0.1933 -1.7665 -5.4525 0.427 1.351 -0.709 0.092
C 3.4111 3.5382 4.5040 -0.249 0.062 -0.208 -0.065
C 4.1347 2.2048 4.5082 0.253 0.532 0.182 -0.218
O 3.2405 1.1381 4.1698 0.014 -0.278 -0.369 0.018
C 2.9795 0.9941 2.8588 -0.225 -0.014 -0.109 -0.583
O 3.4366 1.6665 1.9627 -0.159 -0.343 0.505 0.115
O 2.1032 -0.0153 2.7146 0.618 0.475 0.312 0.003
C 1.6737 -0.2243 1.3683 0.151 -0.147 -0.368 -0.074
H 2.5258 3.4974 5.1446 0.164 -0.015 0.088 0.079
H 4.0683 4.3363 4.8565 -0.026 -0.083 0.010 0.079
H 3.0653 3.7957 3.4999 0.155 -0.045 0.047 0.075
H 4.5063 1.9962 5.5148 -0.212 -0.250 -0.125 0.121
H 5.0010 2.2137 3.8404 -0.238 -0.072 -0.084 0.123
H 2.5254 -0.3349 0.6921 -0.064 0.181 0.107 0.104
H 1.0346 0.6006 1.0499 0.230 -0.090 0.033 0.079
H 1.0930 -1.1427 1.3393 0.191 0.351 0.417 0.033
C 0.8956 -9.0306 0.8548 -0.031 0.143 -0.292 -0.070
C 0.6958 -8.2760 2.1556 -0.119 -0.581 -0.064 -0.220
O 1.2004 -6.9394 2.0527 -0.265 0.400 0.012 0.029
C 0.3984 -6.0656 1.4199 0.082 0.130 -0.207 -0.582
O -0.6922 -6.3068 0.9542 0.523 0.083 0.317 0.112
O 1.0261 -4.8778 1.3741 -0.224 -0.673 0.241 0.008
C 0.3141 -3.8734 0.6517 -0.221 0.403 -0.318 -0.047
H 1.9423 -8.9875 0.5419 -0.043 -0.084 0.154 0.081
H 0.6004 -10.0766 0.9650 0.036 0.069 0.038 0.078
H 0.3045 -8.5896 0.0485 -0.045 -0.048 0.149 0.075
H 1.2633 -8.7657 2.9511 0.081 0.338 -0.045 0.122
H -0.3538 -8.2734 2.4635 0.098 0.182 -0.158 0.123
H -0.7101 -3.7704 1.0186 0.116 -0.128 -0.088 0.099
H 0.3191 -4.1081 -0.4150 -0.128 -0.002 0.154 0.068
H 0.8279 -2.9245 0.7995 0.113 -0.374 0.072 0.059
C 0.9892 0.3186 7.0334 0.215 0.117 0.120 -0.060
C -0.4493 0.6539 7.3783 0.236 -0.203 -0.646 -0.212
O -0.6005 0.8676 8.7879 -0.116 0.550 0.374 0.031
C -0.2104 2.0722 9.2350 0.158 -0.141 -0.154 -0.584
O 0.2343 2.9738 8.5619 -0.290 -0.424 0.393 0.114
O -0.3797 2.0992 10.5700 -0.063 -0.064 -0.485 -0.002
C 0.0755 3.3015 11.1868 0.089 0.371 0.276 -0.051
H 1.3441 -0.5210 7.6374 -0.140 -0.030 -0.113 0.084
H 1.0840 0.0609 5.9762 -0.012 0.019 0.072 0.077
H 1.6518 1.1623 7.2422 -0.128 -0.001 -0.104 0.072
H -1.0920 -0.1908 7.1177 -0.021 0.102 0.344 0.123
H -0.8087 1.5184 6.8126 0.115 0.026 0.238 0.124
H -0.3611 4.1826 10.7103 0.162 -0.153 -0.060 0.096
H 1.1665 3.3472 11.1537 -0.118 0.104 -0.116 0.099
H -0.2400 3.2839 12.2311 -0.052 -0.264 -0.183 0.093
C -4.7679 5.8847 -6.3385 0.219 0.058 -0.250 -0.066
C -4.2757 5.1690 -5.0948 -0.558 0.468 0.021 -0.216
O -3.2632 4.2091 -5.4250 0.587 -0.096 0.121 0.020
C -2.0329 4.7117 -5.6254 -0.102 0.244 -0.137 -0.586
O -1.7151 5.8745 -5.5395 -0.151 -0.709 0.000 0.125
O -1.2149 3.6965 -5.9605 -0.398 0.178 0.262 -0.019
C 0.1140 4.1048 -6.2828 0.555 0.054 -0.112 -0.043
H -5.0874 5.1639 -7.0961 -0.097 0.011 0.157 0.082
H -5.6054 6.5438 -6.0996 0.050 -0.081 0.019 0.081
H -3.9739 6.4865 -6.7873 -0.063 0.006 0.155 0.076
H -5.1016 4.6124 -4.6446 0.286 -0.201 -0.080 0.123
H -3.9134 5.8735 -4.3407 0.164 -0.109 -0.187 0.125
H 0.5445 4.7194 -5.4887 -0.168 0.025 -0.160 0.100
H 0.1178 4.6449 -7.2322 0.001 0.081 0.182 0.101
H 0.7247 3.2068 -6.3914 -0.308 -0.042 0.060 0.090
```
Positions in Å, forces in eV/Å.

Sequential highest occupied orbital energy output: -0.3577 -0.3592 Eh
Sequential frontier orbital gap output: 6.8 9.6 eV